Computed, not measured: a molecular structure, C43H56BCrGeN10PS, with wB97M-V/def2-TZVPD.

Each line ends with the Löwdin charge.
Geometry (Å):
Cr -0.027503 0.048678 0.519354  0.457
C 0.122499 -3.266095 -4.036423  -0.040
C -0.410531 -1.925088 -3.640101  -0.377
C -1.728305 -1.422741 -3.780471  -0.032
C -1.666022 -0.154773 -3.261035  -0.093
N -0.405907 0.048288 -2.809225  -0.017
N 0.375635 -1.031182 -3.071331  0.114
B 0.256452 1.431106 -2.627741  -0.655
N 1.652485 1.206345 -2.000835  0.017
C 2.847580 1.483400 -2.538315  -0.072
C 3.817345 0.922025 -1.742374  -0.033
C 3.110627 0.295500 -0.707378  -0.345
C 3.720409 -0.519096 0.384866  -0.018
N 1.799663 0.500273 -0.844811  0.087
N -0.586275 2.331992 -1.708476  0.025
C -0.986621 3.602143 -1.894771  -0.068
C -1.729843 3.982363 -0.806936  -0.024
C -1.733431 2.861349 0.034615  -0.361
C -2.424766 2.764013 1.349691  -0.073
N -1.034467 1.863887 -0.503394  0.068
N 0.448193 2.022548 -4.064554  0.007
C 1.044652 1.305741 -5.044614  -0.101
C 0.859592 1.969376 -6.232673  -0.032
C 0.099005 3.103127 -5.884165  -0.369
C -0.439096 4.175383 -6.781012  -0.051
N -0.153694 3.122679 -4.585928  0.100
H 0.138222 -3.377723 -5.123993  0.068
H 1.137647 -3.383878 -3.658493  0.073
H -0.488226 -4.072569 -3.625011  0.061
H -2.588979 -1.922984 -4.196992  0.095
H -2.416436 0.618242 -3.172597  0.126
H 2.930637 2.047859 -3.450890  0.117
H 4.884304 0.936099 -1.895455  0.096
H 4.704065 -0.864673 0.063913  0.080
H 3.844382 0.052146 1.308621  0.063
H 3.102229 -1.377796 0.621249  0.062
H -0.736774 4.121299 -2.803188  0.091
H -2.213640 4.930755 -0.632810  0.097
H -3.489111 2.976682 1.232429  0.091
H -2.312084 1.778531 1.777746  -0.001
H -2.010980 3.484189 2.057726  0.071
H 1.533798 0.368772 -4.823710  0.117
H 1.209750 1.676881 -7.209782  0.090
H 0.037425 4.130405 -7.760558  0.066
H -1.515525 4.061138 -6.924599  0.070
H -0.265859 5.165009 -6.356466  0.068
C -0.787869 -7.084436 -1.590710  -0.113
C 0.401775 -6.493540 -1.176409  -0.101
C 0.404015 -5.192142 -0.697301  -0.123
C -0.780953 -4.453137 -0.598976  -0.353
C -1.955128 -5.041282 -1.065389  -0.088
C -1.961393 -6.345794 -1.547287  -0.093
P -0.674865 -2.684839 -0.088204  1.163
C -2.370884 -2.093216 0.714686  -0.578
C -3.316999 -1.852080 -0.404158  -0.094
C -4.448849 -2.585095 -0.593016  -0.122
C -4.790389 -3.647676 0.278454  -0.116
C -3.938095 -3.936282 1.363776  -0.125
C -2.814001 -3.198557 1.595631  -0.130
C 0.354782 -2.723835 1.418293  -0.420
C 0.663761 -3.839607 2.196428  -0.116
C 1.574678 -3.729350 3.239814  -0.114
C 2.156570 -2.493145 3.500396  -0.115
C 1.790552 -1.380533 2.748753  -0.186
C 0.879076 -1.439874 1.683986  -0.269
H -0.796365 -8.107631 -1.946294  0.090
H 1.331301 -7.047745 -1.231388  0.094
H 1.342427 -4.735734 -0.399825  0.104
H -2.875544 -4.472690 -1.065711  0.076
H -2.891018 -6.782816 -1.893412  0.096
H -3.083965 -1.023054 -1.062356  0.093
H -5.108950 -2.338418 -1.418220  0.096
H -5.687271 -4.230411 0.110986  0.084
H -4.192893 -4.741058 2.044887  0.102
H -2.186253 -3.431847 2.450340  0.093
H 0.196546 -4.799393 1.993552  0.100
H 1.827640 -4.596422 3.840315  0.090
H 2.890135 -2.398363 4.296445  0.093
H 2.265220 -0.432510 2.986810  0.063
C 4.474078 2.629270 3.471800  -0.056
N 3.236606 2.473409 2.719774  -0.187
C 3.322896 3.002556 1.362321  -0.064
C 2.045903 2.227406 3.299186  -0.752
S 0.612548 2.135097 2.475000  0.827
N 2.105552 2.091097 4.705483  -0.246
C 2.094141 3.400103 5.354875  -0.078
C 1.102121 1.200690 5.291370  -0.095
H 5.281359 2.138164 2.926440  0.088
H 4.376704 2.181765 4.453280  0.085
H 4.732230 3.688047 3.575334  0.086
H 3.473995 4.086285 1.399827  0.096
H 2.416743 2.784268 0.810350  0.040
H 4.168583 2.548554 0.848281  0.083
H 2.818279 4.067518 4.885856  0.076
H 2.361669 3.284351 6.406396  0.087
H 1.101571 3.862783 5.285160  0.092
H 0.091141 1.617014 5.232816  0.057
H 1.103206 0.236878 4.787206  0.066
H 1.367276 1.052909 6.340175  0.089
C -1.335823 -1.795477 4.458832  -0.198
Ge -2.433803 -0.692022 3.258193  0.802
C -2.536653 1.060268 4.166613  -0.246
C -4.318475 -1.270882 3.487727  -0.212
C -1.927729 -0.709949 1.357915  -0.369
H -0.359827 -2.003198 4.019249  -0.017
H -1.830187 -2.748282 4.667715  0.017
H -1.187489 -1.270043 5.407496  0.011
H -2.613174 0.843825 5.237144  0.016
H -3.443967 1.588690 3.861756  0.015
H -1.678653 1.708943 3.992603  -0.050
H -4.800485 -0.640378 4.242248  0.005
H -4.396713 -2.313210 3.801103  0.006
H -4.859576 -1.165058 2.543989  0.018
H -2.654808 0.003071 0.943950  0.010

Force components x, y, z for each atom (eV/Å):
-0.065 0.398 -0.268
-0.055 0.015 0.026
-0.094 -0.094 0.012
0.068 -0.042 -0.071
0.020 -0.057 0.203
0.133 0.197 0.040
-0.105 0.116 -0.091
0.012 -0.054 -0.027
-0.070 0.130 0.168
0.012 0.013 0.019
0.038 -0.014 -0.034
0.032 -0.023 0.175
0.027 0.090 -0.040
-0.077 -0.058 -0.162
-0.091 -0.121 -0.211
-0.002 0.062 -0.027
-0.021 -0.004 0.107
-0.097 0.003 0.103
0.055 0.062 -0.012
0.200 -0.026 -0.168
-0.075 -0.141 0.106
-0.020 0.024 0.005
-0.011 0.076 -0.052
-0.032 0.010 -0.079
0.015 -0.022 0.017
0.248 -0.121 -0.028
0.002 -0.005 0.021
-0.008 0.026 -0.009
0.000 0.009 0.014
0.040 0.010 0.043
0.046 -0.042 0.024
-0.032 -0.029 0.004
-0.031 -0.026 0.018
0.019 0.029 0.010
-0.035 0.012 -0.008
0.010 -0.039 -0.023
-0.021 -0.068 0.062
0.034 -0.063 -0.020
-0.013 -0.021 0.013
0.025 -0.074 0.025
-0.017 0.014 -0.009
-0.050 0.047 0.015
-0.019 0.019 0.034
-0.001 0.013 0.010
0.012 -0.004 -0.006
0.005 -0.019 -0.001
0.029 0.058 0.038
-0.071 0.021 -0.030
0.012 0.018 0.008
0.020 0.050 0.021
-0.077 0.012 -0.052
0.061 0.032 -0.006
-0.214 0.229 0.098
0.439 -0.241 -0.214
-0.121 -0.037 0.067
-0.071 0.018 0.148
0.047 0.039 -0.026
-0.028 0.101 -0.039
-0.067 0.067 0.050
0.170 -0.001 -0.146
-0.048 -0.061 0.019
-0.011 0.037 -0.027
-0.021 0.011 -0.054
-0.091 -0.042 0.083
0.226 -0.323 0.193
0.010 0.012 -0.036
0.002 0.005 0.008
-0.039 -0.034 0.049
0.061 -0.081 0.042
-0.001 0.008 0.017
0.061 -0.065 -0.025
0.010 -0.011 0.007
0.009 0.025 0.013
0.010 -0.015 -0.022
0.003 -0.004 -0.059
0.063 0.037 -0.049
-0.012 0.021 -0.015
-0.033 0.013 -0.012
-0.001 0.035 0.032
-0.086 -0.151 -0.101
0.248 0.474 -0.099
0.013 -0.110 0.060
-0.009 -0.067 0.172
-0.080 -0.012 -0.068
-0.105 -0.161 -0.056
0.134 -0.032 0.020
-0.013 0.136 0.041
-0.004 -0.001 -0.028
-0.013 -0.047 0.020
0.003 0.022 0.013
-0.014 0.020 0.004
-0.037 -0.053 0.000
0.035 -0.036 0.005
-0.034 -0.020 0.038
-0.018 0.004 -0.006
-0.014 0.006 -0.001
0.041 0.004 0.018
0.013 0.035 -0.027
0.012 -0.003 -0.006
0.106 -0.089 0.020
-0.065 -0.039 0.023
0.066 0.175 -0.073
-0.092 -0.044 0.040
-0.292 -0.084 -0.020
-0.089 0.004 0.091
0.029 0.049 0.010
-0.017 -0.050 -0.032
-0.014 0.020 -0.046
0.047 -0.006 0.021
-0.048 -0.040 0.031
0.010 -0.042 -0.040
-0.005 0.044 -0.013
-0.007 -0.012 0.044
-0.045 -0.036 -0.066

Output
Expectation value of S²: 8.821
2S+1: 6
Total charge: -1
Frontier orbital gap (spin up / spin down) in eV: 5.5900 / 7.0453
Lowest unoccupied orbital energy (spin up / spin down) in Ha: 0.08252 / 0.08225
HOMO level (spin up / spin down) in hartree: -0.123 / -0.177

***

Computed, not measured: a molecular structure, C43H56BrF3N9O7RbS, with wB97M-V/def2-TZVPD.

Each line ends with the Löwdin charge.
Geometry (Å):
Rb 1.046602 0.595397 2.486967  0.833
C -5.649690 -1.220468 -2.855410  -0.053
C -4.206779 -1.165820 -3.380020  -0.563
C -4.191114 -0.442595 -4.735007  -0.055
C -3.727978 -2.599561 -3.603146  -0.070
C -3.317103 -0.417008 -2.392504  -0.182
C -2.240190 -0.980454 -1.778671  0.011
C -1.467245 -0.269376 -0.819099  -0.197
N -0.477055 -0.829183 -0.115125  0.180
C 0.296226 -1.810466 -0.576111  -0.188
C 0.568337 -2.032529 -1.961544  -0.005
C 1.530419 -2.903907 -2.364869  -0.184
C 2.280433 -3.597606 -1.356452  0.001
C 2.093141 -3.481336 -0.014991  -0.071
C 0.979548 -2.633034 0.450637  -0.308
O 0.575360 -2.622614 1.611795  0.035
C 3.057751 -4.229320 0.925250  -0.521
C 4.469536 -3.652663 0.722582  -0.035
C 2.742308 -4.132056 2.424007  -0.054
C 3.058049 -5.723590 0.562135  -0.063
C 1.880796 -3.142174 -3.830421  -0.556
C 3.365689 -2.852005 -4.093472  -0.045
C 1.593083 -4.612260 -4.172860  -0.052
C 1.053746 -2.259434 -4.764291  -0.063
C -1.802821 1.117601 -0.450029  -0.335
O -1.081153 1.747996 0.333475  -0.048
C -2.969841 1.697598 -1.139838  -0.075
C -3.635639 0.933233 -2.052678  -0.009
C -3.493297 3.126338 -0.891923  -0.526
C -2.716121 3.944927 0.143281  -0.064
C -4.954433 3.055336 -0.418102  -0.053
C -3.435203 3.912164 -2.212681  -0.057
H -6.291485 -1.771442 -3.552009  0.076
H -6.068848 -0.219748 -2.730301  0.072
H -5.682641 -1.719221 -1.883806  0.090
H -4.846062 -0.951392 -5.451032  0.076
H -3.177774 -0.423916 -5.144354  0.086
H -4.531558 0.590830 -4.640338  0.072
H -4.380022 -3.095423 -4.327911  0.079
H -3.748827 -3.178171 -2.677103  0.088
H -2.707111 -2.625447 -3.992602  0.075
H -1.987629 -2.021173 -1.935435  0.103
H 0.055193 -1.400579 -2.674067  0.098
H 3.087688 -4.238657 -1.697866  0.095
H 4.515860 -2.616164 1.065262  0.072
H 4.773403 -3.682033 -0.327613  0.074
H 5.194193 -4.230761 1.304679  0.083
H 2.723532 -3.104877 2.774613  0.062
H 3.535721 -4.668360 2.958745  0.082
H 1.785277 -4.591959 2.671502  0.084
H 3.410321 -5.907224 -0.456021  0.066
H 2.051320 -6.139655 0.653219  0.086
H 3.716547 -6.266294 1.247570  0.077
H 4.016308 -3.470240 -3.472204  0.076
H 3.602211 -1.806938 -3.882757  0.070
H 3.608645 -3.057035 -5.141406  0.079
H 2.183812 -5.286383 -3.548239  0.076
H 1.836779 -4.817574 -5.220957  0.077
H 0.537685 -4.843560 -4.008813  0.087
H 1.238145 -1.197969 -4.578007  0.083
H -0.017796 -2.441489 -4.646621  0.076
H 1.321507 -2.471074 -5.803483  0.081
H -4.496732 1.376199 -2.546867  0.092
H -2.749836 3.501914 1.137131  0.091
H -3.158763 4.947165 0.188833  0.082
H -1.667937 4.034438 -0.124226  0.050
H -5.027607 2.481000 0.508549  0.083
H -5.603461 2.582890 -1.160402  0.068
H -5.335908 4.063726 -0.224660  0.078
H -2.400040 3.993811 -2.557430  0.085
H -3.829734 4.923609 -2.063714  0.076
H -4.015766 3.431826 -3.004460  0.068
Br -3.354488 -0.013416 2.698947  0.762
C -2.763203 -0.036733 4.518285  -0.728
C -3.700871 -0.275303 5.510625  -0.136
C -3.225981 -0.322074 6.812156  -0.081
C -1.874455 -0.144265 7.049429  -0.020
C -1.027056 0.115294 5.977848  -0.162
N -1.483983 0.170292 4.717423  0.098
C 0.483765 0.331127 6.223689  -0.654
O 0.907715 -0.142207 7.291519  -0.024
O 1.081617 0.956576 5.316534  -0.148
H -4.741964 -0.423086 5.264090  0.085
H -3.912244 -0.508096 7.630527  0.097
H -1.435267 -0.206969 8.035216  0.107
N 3.062016 0.283955 -0.482514  0.050
C 3.260483 0.325440 -1.921640  -0.286
C 3.052140 1.739870 -2.447251  -0.281
N 1.712984 2.277721 -2.192077  0.008
H 3.871355 0.650502 0.005817  0.057
H 2.938062 -0.665085 -0.148692  0.048
H 2.503809 -0.314540 -2.383806  0.080
H 4.241079 -0.055499 -2.248462  0.103
H 3.245029 1.756595 -3.525289  0.093
H 3.781183 2.413417 -1.987462  0.107
H 1.028268 1.579634 -2.470374  0.061
H 1.586632 2.342541 -1.184358  0.047
N -0.020607 6.146736 -0.764966  0.005
C 0.761864 5.062807 -0.902815  -0.176
N 0.954427 4.504403 0.266794  0.164
C 0.231043 5.293765 1.106518  -0.334
N -0.380252 6.308940 0.523186  0.102
C 0.108562 5.054814 2.559007  -0.206
C -0.526209 5.996079 3.364962  -0.098
N -0.624502 5.847196 4.682774  0.062
C -0.073388 4.743097 5.180780  -0.118
C 0.559834 3.797650 4.383102  -0.080
N 0.645850 3.946910 3.062320  0.155
H -0.395999 6.748664 -1.472181  0.139
H 1.166796 4.709001 -1.841764  0.101
H -0.956779 6.886375 2.922560  0.099
H -0.135689 4.591423 6.252611  0.103
H 0.969128 2.887869 4.813850  0.078
F 4.362278 0.759693 5.284151  0.132
C 4.679665 -0.248835 4.478778  -0.639
F 6.009176 -0.463634 4.596956  0.091
F 4.055694 -1.350805 4.902663  0.126
S 4.240197 0.135595 2.702878  0.416
O 3.148440 -0.783327 2.409609  -0.523
O 5.460193 -0.137791 1.973186  -0.320
O 3.829685 1.523902 2.738581  -0.366

Force components x, y, z for each atom (eV/Å):
-1.462 0.646 -0.217
-0.023 0.000 0.010
0.003 0.030 0.021
-0.007 0.010 -0.033
0.012 -0.051 -0.009
-0.084 0.093 -0.018
0.092 -0.011 0.083
-0.032 0.094 0.050
0.251 -0.300 -0.078
-0.155 0.152 0.098
-0.033 0.012 0.011
0.015 -0.011 0.027
-0.006 -0.019 -0.016
-0.012 0.018 -0.002
0.066 -0.010 0.069
-0.012 0.067 0.072
-0.038 0.040 0.000
0.023 0.039 0.000
-0.032 -0.047 -0.005
0.021 -0.038 -0.023
-0.005 -0.021 0.011
0.046 0.019 -0.002
0.004 -0.030 -0.010
-0.037 0.035 -0.028
-0.014 0.069 -0.189
-0.024 0.042 0.069
0.045 -0.045 0.115
-0.013 -0.068 -0.053
0.013 -0.059 0.011
-0.003 -0.010 -0.007
-0.043 -0.007 0.008
0.020 0.033 -0.046
0.020 0.021 0.022
0.017 -0.025 0.001
0.003 0.012 -0.035
0.022 0.015 0.021
-0.032 -0.001 0.015
0.006 -0.031 -0.002
0.013 0.001 0.009
-0.012 0.017 -0.020
-0.028 0.014 0.004
0.005 0.031 0.001
-0.002 -0.030 0.019
-0.028 0.014 -0.007
-0.013 -0.035 -0.023
-0.003 -0.020 0.024
-0.011 0.008 0.000
0.009 0.028 -0.024
-0.039 0.023 -0.003
0.013 0.027 -0.026
-0.009 0.006 0.021
0.024 0.008 0.004
-0.016 0.012 -0.026
-0.020 0.016 -0.019
-0.021 -0.041 -0.005
-0.005 0.008 0.021
-0.022 0.021 -0.018
-0.006 0.005 0.030
0.025 0.013 -0.008
0.000 -0.040 -0.009
0.040 -0.007 -0.005
-0.004 0.004 0.019
0.028 -0.028 0.000
-0.015 -0.055 0.002
0.017 -0.032 0.024
-0.024 -0.032 -0.035
0.026 0.013 -0.025
0.021 0.020 0.035
0.012 -0.026 -0.017
-0.039 -0.010 0.016
0.013 -0.032 -0.010
0.020 0.023 0.035
0.021 0.040 -0.016
0.071 -0.005 -0.031
0.007 0.002 -0.009
-0.014 -0.014 0.023
0.001 0.011 0.008
-0.026 -0.072 -0.126
-0.030 0.025 0.073
0.153 0.008 -0.150
-0.100 0.180 -0.087
-0.046 -0.240 0.337
0.003 0.005 0.005
-0.003 -0.004 0.006
-0.010 0.004 -0.021
0.019 -0.029 -0.057
-0.080 -0.003 0.060
-0.084 0.037 0.019
0.089 0.014 -0.007
0.025 0.026 0.033
-0.012 0.012 0.018
0.020 -0.030 0.024
0.051 0.042 -0.018
-0.007 -0.006 -0.024
-0.004 0.021 0.023
-0.053 0.030 -0.063
-0.006 -0.008 0.081
-0.068 0.018 -0.044
0.127 -0.052 -0.001
-0.034 0.046 -0.003
0.000 -0.109 0.170
0.094 -0.017 -0.088
0.122 0.065 -0.049
-0.012 0.011 0.078
0.015 -0.020 -0.057
-0.014 0.030 0.008
-0.035 -0.098 -0.091
-0.028 0.094 0.083
-0.027 0.057 -0.059
-0.091 -0.023 0.055
-0.001 -0.017 0.020
-0.008 0.023 -0.015
0.011 0.012 -0.012
0.054 -0.091 0.062
0.019 0.025 -0.121
-0.105 -0.002 0.105
0.093 0.019 0.062
0.265 0.017 -0.111
0.992 -0.537 0.035
-0.017 -0.007 -0.029
0.101 -0.074 -0.022

Output
Total charge: -2
Frontier orbital gap (spin up / spin down) in eV: 5.8093 / 5.7194
Lowest unoccupied orbital energy (spin up / spin down) in Ha: 0.13422 / 0.13303
HOMO level (spin up / spin down) in hartree: -0.079 / -0.077

***

Electronic energy for every record listed, in sequence, given in eV: -166141.540 -162933.953.
Energy above the lowest of the compared OMol25 structures with the same formula, charge and spin for every record listed, in sequence, given in eV: 0.000 0.860.